Record 1
{
  "formula": "C37H67FN5OS",
  "method": "ωB97M-V/def2-TZVPD",
  "symbols": ["C", "C", "C", "C", "C", "C", "C", "C", "C", "C", "C", "C", "C", "C", "C", "C", "N", "C", "O", "C", "C", "C", "C", "N", "C", "C", "C", "S", "N", "C", "C", "C", "F", "H", "H", "H", "H", "H", "H", "H", "H", "H", "H", "H", "H", "H", "H", "H", "H", "H", "H", "H", "H", "H", "H", "H", "H", "H", "H", "H", "H", "H", "H", "H", "H", "H", "H", "H", "H", "H", "H", "H", "H", "H", "H", "H", "H", "H", "H", "H", "H", "H", "H", "H", "H", "H", "H", "H", "H", "H", "N", "C", "C", "C", "C", "C", "H", "H", "H", "H", "H", "N", "C", "C", "C", "C", "C", "H", "H", "H", "H", "H"],
  "coordinates": [[-2.434, -1.204, -0.667], [-3.725, -1.961, -1.080], [-4.996, -1.073, -1.099], [-5.545, -0.914, -2.531], [-5.449, 0.509, -3.084], [-4.006, 0.957, -3.365], [-3.550, 0.763, -4.817], [-3.191, -0.718, -5.036], [-1.935, -0.948, -5.881], [-1.115, -2.128, -5.314], [0.336, -1.720, -5.052], [1.330, -2.864, -4.904], [1.034, -3.920, -3.811], [0.252, -3.441, -2.582], [0.591, -4.239, -1.318], [2.037, -4.088, -0.864], [2.539, -2.683, -0.875], [4.023, -2.671, -0.799], [4.577, -1.977, -1.870], [4.811, -0.589, -1.599], [6.125, -0.313, -0.885], [6.062, 1.116, -0.285], [1.934, -1.934, 0.127], [0.845, -1.106, -0.120], [1.026, -0.154, -1.237], [1.038, 1.300, -0.753], [0.563, 2.223, -1.885], [1.939, 3.040, -2.760], [2.345, -1.980, 1.353], [1.798, -1.217, 2.472], [0.731, -1.972, 3.263], [-0.501, -1.123, 3.528], [1.276, -2.330, 4.498], [-1.777, -1.059, -1.528], [-2.638, -0.227, -0.246], [-1.875, -1.828, 0.027], [-3.855, -2.790, -0.394], [-3.526, -2.388, -2.058], [-5.726, -1.515, -0.433], [-4.781, -0.081, -0.716], [-5.047, -1.596, -3.210], [-6.599, -1.187, -2.554], [-6.044, 0.528, -3.995], [-5.941, 1.196, -2.402], [-3.932, 1.999, -3.066], [-3.357, 0.372, -2.713], [-2.693, 1.416, -4.948], [-4.376, 1.086, -5.439], [-3.073, -1.162, -4.051], [-4.057, -1.202, -5.480], [-1.345, -0.040, -5.867], [-2.262, -1.209, -6.882], [-1.560, -2.333, -4.346], [-1.201, -3.029, -5.913], [0.348, -1.034, -4.209], [0.654, -1.134, -5.913], [1.482, -3.311, -5.880], [2.285, -2.407, -4.646], [0.574, -4.786, -4.281], [2.005, -4.259, -3.456], [0.354, -2.377, -2.424], [-0.801, -3.619, -2.774], [-0.106, -3.970, -0.522], [0.383, -5.281, -1.538], [2.125, -4.469, 0.160], [2.646, -4.735, -1.477], [4.430, -3.672, -0.855], [4.406, -2.235, 0.126], [4.769, -0.051, -2.537], [4.022, -0.239, -0.930], [6.975, -0.396, -1.549], [6.224, -1.006, -0.057], [6.068, 1.104, 0.798], [6.842, 1.743, -0.692], [5.126, 1.588, -0.581], [-0.001, -1.656, -0.244], [0.158, -0.245, -1.875], [1.895, -0.369, -1.848], [2.035, 1.610, -0.460], [0.328, 1.361, 0.067], [0.002, 1.681, -2.641], [-0.102, 2.981, -1.497], [2.795, 2.010, -2.876], [3.118, -2.606, 1.559], [2.628, -0.991, 3.134], [1.385, -0.274, 2.153], [0.467, -2.914, 2.781], [-1.323, -1.511, 2.936], [-0.367, -0.083, 3.253], [-0.804, -1.200, 4.562], [-2.025, 2.076, 3.592], [-1.007, 2.934, 3.686], [-0.864, 3.855, 4.711], [-1.833, 3.893, 5.699], [-2.900, 3.012, 5.620], [-2.947, 2.128, 4.554], [-0.271, 2.874, 2.889], [-0.017, 4.527, 4.738], [-1.753, 4.600, 6.513], [-3.679, 3.009, 6.370], [-3.763, 1.420, 4.455], [0.225, 5.697, 7.575], [1.303, 4.971, 7.870], [2.157, 5.254, 8.923], [1.881, 6.356, 9.715], [0.766, 7.124, 9.424], [-0.026, 6.753, 8.350], [1.483, 4.119, 7.222], [3.017, 4.627, 9.116], [2.524, 6.612, 10.547], [0.514, 7.992, 10.017], [-0.910, 7.324, 8.089]],
  "forces_ev_per_a": [[-0.108, -0.580, -0.497], [0.506, 0.801, 0.492], [0.574, -0.548, -0.833], [-0.755, 0.364, 0.271], [0.154, -0.529, -0.138], [-0.701, 0.190, 0.099], [-0.161, -0.315, 1.233], [-0.279, 0.808, -0.386], [-0.596, -1.022, 0.448], [0.102, 0.691, 0.437], [-0.297, -0.396, -0.896], [0.134, 0.535, 0.882], [0.524, 0.357, -0.312], [-0.377, -0.718, -0.317], [-0.184, 0.655, -0.294], [-1.061, -0.366, 0.378], [1.182, -0.123, 0.647], [0.759, 0.350, -0.648], [0.036, 0.129, -0.188], [0.177, -0.533, 0.453], [-0.422, 0.753, 0.446], [-0.297, -0.311, -0.618], [-0.779, 0.184, -0.308], [0.534, -0.340, -0.292], [-0.460, 0.478, 0.013], [-0.458, -0.314, -0.581], [0.658, -0.417, -0.228], [0.002, 0.499, 0.019], [0.258, -0.033, 0.161], [0.160, 0.022, 0.433], [-0.251, 0.139, 0.632], [-0.169, -0.285, -0.522], [0.340, -0.127, -0.072], [-0.080, 0.122, -0.160], [0.044, 0.085, 0.328], [0.036, 0.115, 0.425], [-0.125, -0.181, 0.099], [-0.263, -0.184, -0.159], [-0.300, -0.030, 0.020], [0.159, 0.154, 0.242], [0.080, -0.185, -0.097], [-0.128, -0.138, 0.047], [0.014, 0.204, -0.265], [-0.042, 0.097, 0.233], [0.237, 0.221, -0.068], [0.286, 0.183, 0.168], [0.190, 0.012, -0.428], [0.088, 0.189, -0.486], [0.198, -0.128, 0.084], [-0.062, -0.315, -0.064], [0.211, 0.133, -0.278], [0.298, 0.405, -0.363], [-0.072, -0.507, 0.145], [0.124, -0.082, -0.198], [0.111, 0.111, 0.275], [0.201, 0.166, -0.059], [-0.090, -0.379, -0.091], [0.189, 0.062, -0.041], [-0.329, -0.148, 0.220], [0.168, -0.199, -0.128], [0.248, 0.255, 0.004], [-0.277, 0.141, 0.037], [-0.030, 0.084, 0.150], [0.176, -0.315, 0.158], [0.070, -0.166, 0.042], [0.506, 0.382, -0.316], [-0.268, -0.352, -0.048], [-0.196, 0.084, 0.184], [-0.180, 0.052, -0.240], [-0.325, 0.244, -0.098], [0.110, -0.316, -0.121], [0.260, -0.381, -0.011], [0.266, 0.087, 0.151], [0.285, 0.150, 0.250], [-0.142, 0.178, -0.009], [-0.087, 0.151, 0.201], [-0.162, -0.209, -0.235], [0.223, -0.329, -0.055], [0.075, 0.048, 0.463], [0.088, 0.115, 0.310], [-0.214, -0.188, 0.053], [0.102, 0.476, -0.010], [-0.300, -0.145, 0.082], [-0.177, -0.020, 0.083], [0.118, -0.083, 0.198], [0.053, 0.051, -0.607], [0.032, -0.037, -0.153], [-0.237, 0.099, -0.150], [-0.035, 0.186, 0.159], [0.075, 0.007, 0.262], [0.106, 0.042, 0.052], [-0.042, -0.088, -0.060], [0.048, -0.027, -0.050], [-0.160, 0.047, 0.128], [0.071, -0.011, -0.080], [-0.049, -0.119, -0.096], [0.031, 0.061, 0.021], [-0.017, 0.021, 0.019], [0.089, 0.004, -0.015], [-0.014, -0.017, -0.012], [-0.024, 0.030, 0.046], [0.102, 0.053, 0.111], [-0.076, -0.041, -0.106], [-0.005, 0.019, 0.002], [0.038, 0.017, 0.053], [0.024, -0.025, 0.000], [-0.096, -0.014, -0.113], [0.041, -0.022, 0.043], [-0.003, -0.010, -0.017], [-0.003, -0.001, -0.003], [-0.022, 0.003, -0.012], [0.018, 0.043, 0.045]],
  "mulliken_charge": [-0.065, -0.944, -0.863, -0.737, -1.143, 0.388, -1.172, 0.741, -1.247, 0.326, -0.376, -1.131, -0.954, 1.140, -1.203, -1.147, 1.482, -1.026, -0.385, -0.310, -0.210, -1.090, -1.689, 1.204, 0.435, -0.675, -0.697, -0.178, 0.275, -1.012, 0.665, -0.975, -0.415, -0.647, 0.549, 0.251, 0.629, 0.349, 0.371, 0.435, 0.454, 0.390, 0.470, 0.389, 0.486, -0.560, 0.430, 0.376, -0.751, 0.427, 0.445, 0.255, -0.387, 0.611, -0.320, 0.720, 0.439, 0.344, 0.428, 0.287, -0.706, 0.669, 0.222, 0.576, 0.348, 0.746, 0.457, 0.356, 0.407, 0.024, 0.425, 0.174, 0.295, 0.333, 0.277, -0.718, -0.186, 0.120, 0.195, 0.181, 0.185, 0.495, 0.055, 0.328, 0.577, 0.324, 0.219, 0.210, 0.090, 0.427, -0.333, 0.036, -0.737, 0.029, -0.613, -0.240, 0.283, 0.459, 0.392, 0.374, 0.359, -0.265, 0.037, -0.725, -0.131, -0.570, -0.131, 0.352, 0.348, 0.376, 0.352, 0.362],
  "homo_ha": -0.416,
  "molar_mass_g_mol": 649.04,
  "charge": 1
}



Record 2
{
  "formula": "C37H69N5O4",
  "method": "ωB97M-V/def2-TZVPD",
  "symbols": ["C", "C", "O", "O", "C", "C", "C", "C", "C", "C", "C", "C", "C", "C", "C", "C", "O", "O", "C", "C", "N", "C", "C", "N", "C", "H", "H", "H", "H", "H", "H", "H", "H", "H", "H", "H", "H", "H", "H", "H", "H", "H", "H", "H", "H", "H", "H", "H", "H", "C", "C", "N", "C", "C", "C", "C", "H", "H", "H", "H", "H", "H", "H", "H", "H", "H", "H", "H", "H", "H", "H", "C", "C", "N", "C", "C", "C", "C", "H", "H", "H", "H", "H", "H", "H", "H", "H", "H", "H", "H", "H", "H", "H", "C", "C", "N", "C", "C", "C", "C", "H", "H", "H", "H", "H", "H", "H", "H", "H", "H", "H", "H", "H", "H", "H"],
  "coordinates": [[-0.068, -1.528, -0.665], [1.091, -0.790, -1.263], [1.248, -0.706, -2.444], [1.957, -0.242, -0.367], [2.219, 1.158, -0.601], [1.626, 2.047, 0.495], [0.228, 1.576, 0.882], [-0.585, 2.584, 1.704], [-0.796, 3.939, 1.028], [-1.782, 3.855, -0.108], [-3.132, 3.893, 0.139], [-4.087, 3.789, -0.897], [-5.580, 3.801, -0.656], [-6.032, 3.129, 0.656], [-6.428, 1.661, 0.382], [-7.739, 1.258, 0.991], [-8.630, 0.780, 0.365], [-7.890, 1.491, 2.321], [-3.631, 3.671, -2.183], [-2.260, 3.647, -2.498], [-1.887, 3.520, -3.810], [-0.598, 3.517, -4.006], [0.349, 3.625, -2.970], [0.019, 3.719, -1.711], [-1.323, 3.731, -1.453], [-0.992, -1.170, -1.107], [-0.131, -1.381, 0.407], [0.008, -2.592, -0.867], [1.875, 1.490, -1.576], [3.299, 1.275, -0.578], [1.602, 3.073, 0.149], [2.299, 1.985, 1.349], [-0.316, 1.271, -0.013], [0.373, 0.697, 1.504], [-0.019, 2.763, 2.620], [-1.520, 2.113, 2.004], [-1.230, 4.601, 1.779], [0.127, 4.415, 0.725], [-3.472, 3.984, 1.162], [-5.949, 4.822, -0.728], [-6.017, 3.266, -1.494], [-5.216, 3.138, 1.365], [-6.884, 3.675, 1.045], [-6.476, 1.440, -0.674], [-5.664, 1.013, 0.822], [-7.071, 1.278, 2.786], [-4.344, 3.583, -2.991], [-0.240, 3.438, -5.025], [1.401, 3.628, -3.225], [0.178, -0.692, 4.661], [-0.080, -2.061, 5.272], [-0.179, -3.107, 4.273], [-0.732, -4.349, 4.787], [0.054, -5.098, 5.868], [0.962, -3.237, 3.383], [2.344, -3.463, 4.008], [-0.553, -0.457, 3.886], [0.105, 0.073, 5.436], [1.176, -0.620, 4.226], [-1.030, -2.019, 5.810], [0.696, -2.265, 6.027], [-0.907, -5.023, 3.944], [-1.727, -4.122, 5.185], [0.947, -5.577, 5.468], [-0.570, -5.888, 6.291], [0.349, -4.444, 6.689], [1.016, -2.332, 2.769], [0.755, -4.040, 2.672], [2.550, -2.758, 4.815], [3.114, -3.317, 3.248], [2.463, -4.473, 4.395], [10.003, -0.433, -2.053], [8.599, -0.963, -1.797], [7.711, 0.036, -1.235], [6.484, -0.519, -0.690], [5.514, -1.214, -1.650], [7.567, 1.255, -2.009], [7.100, 1.135, -3.465], [10.412, 0.031, -1.155], [10.661, -1.254, -2.341], [10.023, 0.300, -2.861], [8.675, -1.784, -1.079], [8.208, -1.400, -2.729], [5.951, 0.276, -0.161], [6.768, -1.237, 0.087], [4.992, -0.504, -2.290], [4.750, -1.743, -1.076], [6.015, -1.949, -2.281], [8.531, 1.772, -2.007], [6.893, 1.927, -1.471], [7.664, 0.382, -4.016], [7.251, 2.089, -3.975], [6.040, 0.896, -3.542], [-1.869, -2.075, -3.683], [-2.871, -2.585, -2.655], [-2.922, -1.760, -1.463], [-3.614, -2.383, -0.348], [-5.109, -2.690, -0.505], [-3.214, -0.358, -1.684], [-4.505, 0.016, -2.424], [-0.886, -1.931, -3.231], [-1.769, -2.800, -4.491], [-2.185, -1.131, -4.129], [-2.563, -3.590, -2.354], [-3.855, -2.692, -3.137], [-3.471, -1.759, 0.539], [-3.095, -3.321, -0.125], [-5.720, -1.788, -0.475], [-5.439, -3.327, 0.318], [-5.323, -3.221, -1.433], [-2.377, 0.079, -2.239], [-3.199, 0.154, -0.716], [-4.641, -0.547, -3.348], [-4.462, 1.073, -2.696], [-5.388, -0.123, -1.804]],
  "forces_ev_per_a": [[0.465, 0.169, 0.568], [-0.139, -0.652, 0.384], [0.157, 0.404, -0.753], [-0.644, 0.651, 0.039], [0.846, 0.576, 0.274], [-0.019, -0.771, 0.049], [0.057, 0.266, 0.315], [1.082, -0.145, -0.151], [-0.968, -0.008, 0.373], [0.167, 0.168, -0.096], [0.181, -0.129, -0.210], [0.219, -0.094, -0.279], [0.344, -0.078, 0.240], [-0.152, -0.145, -1.018], [0.388, -0.022, 0.705], [0.182, -0.092, -0.181], [-0.631, -0.044, -0.304], [-0.017, -0.280, 0.343], [-0.276, -0.030, -0.027], [-0.388, -0.103, -0.168], [0.293, 0.083, 0.466], [-0.307, -0.006, -0.458], [0.180, -0.005, 0.445], [-0.238, 0.053, -0.237], [0.209, 0.070, 0.247], [0.141, -0.152, -0.051], [0.091, -0.036, 0.200], [-0.002, -0.129, -0.169], [-0.205, -0.381, -0.196], [0.158, -0.033, -0.183], [0.164, 0.110, -0.218], [-0.108, 0.135, 0.282], [-0.162, 0.011, -0.100], [-0.245, -0.312, -0.066], [-0.026, 0.019, 0.184], [-0.248, 0.186, -0.067], [-0.059, 0.106, 0.047], [0.242, -0.162, -0.171], [0.097, 0.115, 0.108], [0.022, 0.168, 0.164], [-0.258, 0.062, -0.130], [-0.133, 0.225, 0.361], [-0.039, 0.055, 0.283], [-0.065, -0.037, -0.143], [0.096, -0.183, -0.125], [0.096, 0.361, 0.022], [0.034, 0.002, -0.182], [-0.043, -0.051, -0.127], [0.124, -0.017, 0.054], [0.083, 0.127, 0.058], [0.039, 0.110, -0.064], [-0.120, -0.158, -0.029], [-0.145, -0.090, 0.066], [-0.025, -0.095, -0.019], [0.170, 0.173, -0.173], [0.040, -0.062, -0.078], [-0.012, -0.081, -0.021], [0.026, 0.007, -0.002], [-0.015, 0.012, -0.016], [-0.018, -0.131, -0.010], [-0.005, 0.031, 0.023], [0.076, 0.042, -0.056], [0.030, 0.083, 0.025], [0.040, 0.050, 0.013], [-0.012, 0.012, -0.005], [0.010, 0.022, -0.014], [-0.021, 0.024, 0.056], [-0.091, -0.066, 0.089], [-0.026, 0.003, 0.011], [-0.017, 0.010, -0.009], [-0.016, 0.023, 0.083], [0.001, -0.012, -0.051], [0.138, 0.004, -0.081], [-0.135, 0.035, 0.151], [-0.095, -0.139, 0.136], [-0.098, 0.037, 0.060], [0.162, 0.194, -0.148], [-0.066, 0.101, -0.003], [-0.033, 0.027, 0.006], [-0.006, -0.001, -0.016], [0.012, 0.010, 0.013], [-0.127, 0.009, 0.033], [0.030, -0.035, -0.004], [0.045, 0.075, -0.062], [0.084, -0.016, -0.047], [0.016, -0.029, -0.054], [-0.007, 0.017, 0.004], [0.029, 0.023, -0.012], [0.025, -0.069, -0.001], [-0.067, -0.110, 0.066], [0.004, -0.020, 0.021], [0.012, 0.001, 0.015], [0.017, -0.088, -0.015], [0.025, -0.003, 0.016], [0.019, -0.009, -0.258], [-0.629, -0.041, 0.102], [-0.010, -0.123, 0.102], [-0.015, 0.022, 0.111], [-0.027, 0.295, -0.198], [0.017, 0.143, 0.040], [-0.038, 0.045, -0.115], [-0.023, 0.001, -0.003], [0.018, 0.011, -0.003], [-0.059, -0.011, 0.126], [0.002, -0.041, 0.011], [0.027, 0.088, -0.043], [0.032, -0.023, -0.081], [-0.002, 0.003, -0.071], [0.018, -0.003, -0.002], [0.016, 0.021, -0.022], [0.028, -0.022, -0.058], [-0.025, -0.087, 0.081], [0.053, -0.062, 0.025], [0.003, -0.037, 0.010], [-0.029, -0.125, -0.057]],
  "mulliken_charge": [0.390, 0.661, -0.619, -0.256, -0.693, -0.737, 0.702, -1.077, -1.621, -0.077, -0.169, 0.936, -1.134, -0.358, -0.209, 0.211, -0.538, -0.493, -0.504, 0.288, -0.696, -0.511, -0.440, -0.331, 0.245, -0.865, -0.065, 0.557, 0.345, 0.247, 0.264, 0.508, -0.334, 0.133, 0.498, 0.449, 0.554, 0.505, 0.553, 0.440, 0.451, 0.238, 0.432, -0.022, 0.308, 0.371, 0.453, 0.424, 0.526, -1.309, -0.496, 0.238, -0.709, -1.009, -0.053, -1.209, 0.240, 0.505, 0.274, 0.478, 0.269, 0.346, 0.434, 0.231, 0.406, 0.279, -0.306, 0.437, 0.252, 0.436, 0.294, -1.432, -0.348, 0.140, -0.801, -0.862, -0.700, -0.925, 0.333, 0.439, 0.290, 0.448, 0.276, 0.347, 0.388, 0.094, 0.320, 0.426, 0.362, 0.346, 0.242, 0.379, 0.243, -1.146, -0.730, 0.948, -0.766, -1.123, -0.601, -0.804, 0.144, 0.454, 0.218, 0.501, 0.396, 0.325, 0.416, 0.122, 0.434, 0.275, 0.190, 0.229, 0.367, 0.120, 0.057],
  "smiles": "CC(=O)OCCCCCc1cc(CCCC(=O)O)cc2nccnc12.CCN(CC)CC.CCN(CC)CC.CCN(CC)CC",
  "homo_ha": -0.295,
  "molar_mass_g_mol": 647.99,
  "charge": 0
}



- Number 1 is which compound?
  C37H67FN5OS